74
Properties=species:S:1:pos:R:3:mulliken_spin:R:1 method="wB97M-V/def2-TZVPD" energy_ev=-69384.170 charge=+2 homo_lumo_gap_ev="6.91 / 6.11" homo_energy_ev="-11.7 / -14.4" e_above_lowest_kj_mol=31.4 multiplicity=5
Pd 0.36 1.09 0.40 1.407
N 2.66 1.28 0.16 0.150
C 2.94 2.73 0.30 0.008
C 2.10 3.45 -0.75 -0.003
N 0.69 3.04 -0.60 0.210
H 3.25 0.71 0.76 -0.008
H 2.85 0.98 -0.79 -0.011
H 4.00 2.94 0.17 0.009
H 2.65 3.04 1.31 -0.001
H 2.44 3.17 -1.75 0.001
H 2.20 4.53 -0.66 0.006
H 0.20 3.01 -1.49 -0.011
H 0.17 3.67 0.02 -0.009
N -0.95 0.42 4.39 0.007
C -1.00 0.15 3.10 0.007
O 0.03 0.20 2.41 0.087
C -2.35 -0.25 2.55 0.010
C -2.59 0.11 1.08 0.058
H -0.06 0.67 4.81 -0.001
H -1.78 0.45 4.96 0.001
H -3.13 0.15 3.18 0.001
H -2.39 -1.34 2.64 0.002
H -3.66 0.25 0.90 0.006
H -2.25 -0.69 0.42 -0.033
O -0.88 0.91 -1.44 0.446
C -1.91 1.45 -0.85 0.419
N -1.87 1.33 0.61 0.164
S -2.51 2.81 1.23 0.008
O -3.29 2.51 2.39 0.011
O -1.38 3.68 1.34 0.006
C -3.42 3.14 -0.22 0.136
C -4.41 4.09 -0.39 -0.064
C -4.84 4.34 -1.68 0.165
C -4.25 3.68 -2.77 -0.077
C -3.26 2.73 -2.60 0.199
C -2.85 2.42 -1.29 -0.074
H -4.82 4.62 0.46 0.000
H -5.62 5.07 -1.86 0.009
H -4.59 3.91 -3.77 -0.002
H -2.84 2.22 -3.45 0.018
C -2.82 -3.76 -0.65 0.062
C -2.30 -3.04 -1.72 -0.019
C -1.11 -2.35 -1.59 0.026
C -0.43 -2.38 -0.37 0.080
C -0.95 -3.11 0.71 0.045
C -2.14 -3.80 0.56 -0.020
P 1.05 -1.43 -0.11 0.321
C 2.01 -2.23 1.17 0.055
C 2.63 -1.53 2.20 0.014
C 3.43 -2.21 3.11 0.002
C 3.60 -3.59 3.00 0.004
C 2.95 -4.29 2.00 0.001
C 2.15 -3.62 1.08 0.018
C 2.07 -1.30 -1.60 0.058
C 3.29 -1.98 -1.66 0.028
C 4.09 -1.88 -2.78 -0.007
C 3.69 -1.10 -3.85 0.023
C 2.49 -0.40 -3.79 -0.009
C 1.68 -0.49 -2.67 0.042
H -3.75 -4.30 -0.76 0.002
H -2.83 -3.03 -2.67 0.000
H -0.72 -1.80 -2.43 -0.004
H -0.41 -3.15 1.65 0.004
H -2.53 -4.38 1.39 0.000
H 2.46 -0.47 2.33 0.005
H 3.91 -1.67 3.91 0.000
H 4.22 -4.11 3.72 0.000
H 3.07 -5.37 1.92 0.001
H 1.65 -4.18 0.30 0.001
H 3.62 -2.59 -0.82 0.005
H 5.03 -2.42 -2.83 0.001
H 4.32 -1.02 -4.73 0.001
H 2.18 0.22 -4.62 0.000
H 0.75 0.06 -2.63 0.006

=====

80
Properties=species:S:1:pos:R:3:lowdin_charge:R:1 method="wB97M-V/def2-TZVPD" energy_ev=-94579.364 charge=+3 homo_lumo_gap_ev=7.32 homo_energy_ev=-14.6 e_above_lowest_kj_mol=0.0
Y 0.14 0.07 -0.05 1.564
O 0.96 1.76 1.84 -0.421
S 0.48 0.82 2.90 0.639
O 1.54 0.09 3.54 -0.265
N -0.48 -0.10 2.01 -0.283
C -1.09 -1.30 2.52 -0.242
C -1.25 -1.63 3.84 0.011
C -1.92 -2.82 4.21 -0.027
C -2.43 -3.65 3.27 -0.001
C -2.25 -3.34 1.89 -0.134
C -2.75 -4.17 0.86 0.045
C -2.54 -3.83 -0.45 -0.016
C -1.80 -2.68 -0.73 -0.107
N -1.31 -1.88 0.20 0.001
C -1.56 -2.18 1.52 -0.163
C -0.43 1.66 4.11 -0.317
C -1.72 2.11 3.83 -0.063
C -2.44 2.71 4.84 -0.044
C -1.87 2.86 6.11 -0.029
C -0.59 2.40 6.37 -0.036
C 0.15 1.78 5.37 -0.045
H -0.88 -0.98 4.62 0.115
H -2.03 -3.05 5.26 0.127
H -2.96 -4.56 3.54 0.133
H -3.30 -5.07 1.12 0.141
H -2.92 -4.44 -1.26 0.125
H -1.59 -2.42 -1.76 0.104
H -2.15 1.97 2.84 0.108
H -3.45 3.06 4.66 0.120
H -2.45 3.33 6.90 0.125
H -0.16 2.51 7.36 0.125
H 1.14 1.39 5.57 0.123
N 0.18 -1.01 -7.42 0.117
C -0.26 0.01 -6.68 -0.838
S -0.74 1.46 -7.27 0.744
C -0.23 -0.21 -5.19 -0.206
C -1.24 0.30 -4.38 -0.011
C -1.11 0.19 -3.02 -0.132
N -0.05 -0.37 -2.41 -0.077
C 0.89 -0.90 -3.20 -0.112
C 0.83 -0.86 -4.57 0.022
H 0.20 -0.91 -8.42 0.119
H 0.36 -1.93 -7.04 0.118
H -2.10 0.78 -4.82 0.114
H -1.90 0.57 -2.37 0.113
H 1.74 -1.37 -2.70 0.122
H 1.64 -1.29 -5.15 0.133
N -2.40 5.37 -0.55 0.166
C -1.24 4.69 -1.26 -0.135
P -0.40 3.59 -0.02 0.490
O -0.46 2.18 -0.59 -0.430
O -1.09 3.97 1.25 -0.312
C 1.33 4.15 0.15 -0.147
N 1.65 4.23 1.62 0.162
H -3.30 5.02 -0.88 0.173
H -2.40 6.37 -0.67 0.172
H -2.31 5.12 0.45 0.123
H -0.58 5.45 -1.67 0.109
H -1.62 4.09 -2.08 0.107
H 1.46 5.13 -0.31 0.115
H 2.02 3.45 -0.32 0.093
H 1.00 4.86 2.10 0.161
H 2.60 4.53 1.79 0.179
H 1.50 3.31 2.02 0.070
N 2.67 -1.93 1.64 0.142
C 3.16 -1.11 0.69 -0.657
N 2.43 -0.28 -0.04 -0.051
C 3.24 0.41 -0.97 -0.322
C 2.82 1.36 -1.89 -0.077
C 3.75 1.92 -2.76 -0.058
C 5.09 1.55 -2.70 -0.050
C 5.52 0.61 -1.78 -0.047
C 4.59 0.06 -0.92 -0.448
S 4.85 -1.14 0.31 1.191
H 1.90 -1.60 2.20 0.071
H 3.33 -2.48 2.17 0.122
H 1.78 1.66 -1.95 0.080
H 3.42 2.65 -3.49 0.118
H 5.80 2.00 -3.39 0.124
H 6.57 0.32 -1.74 0.129

=====

68
Properties=species:S:1:pos:R:3:nbo_charge:R:1 method="wB97M-V/def2-TZVPD" energy_ev=-48558.810 charge=+1 homo_lumo_gap_ev=5.44 homo_energy_ev=-10.0
C 5.64 3.50 -2.79 -0.253
O 4.27 3.58 -3.10 -0.489
C 3.43 2.75 -2.35 0.316
C 2.08 2.70 -2.72 -0.233
C 1.19 1.89 -2.05 -0.225
C 1.61 1.13 -0.99 -0.288
P 0.50 0.00 -0.11 0.761
C -1.03 0.38 -0.99 -0.289
C -1.43 -0.32 -2.10 -0.224
C -2.58 0.04 -2.77 -0.232
C -3.34 1.14 -2.36 0.308
O -4.48 1.45 -3.12 -0.488
C -5.15 2.63 -2.75 -0.252
C -2.92 1.83 -1.23 -0.295
C -1.77 1.46 -0.55 -0.212
C 0.93 -1.53 -0.98 -0.288
C 0.31 -2.70 -0.59 -0.225
C 0.55 -3.88 -1.26 -0.292
C 1.43 -3.92 -2.34 0.315
O 1.74 -5.06 -3.09 -0.489
C 0.99 -6.21 -2.77 -0.252
C 2.07 -2.73 -2.71 -0.233
C 1.81 -1.55 -2.04 -0.226
C 2.93 1.18 -0.59 -0.221
C 3.83 1.98 -1.26 -0.292
H 6.18 4.12 -3.51 0.209
H 5.82 3.89 -1.78 0.173
H 5.98 2.47 -2.87 0.177
H 1.75 3.31 -3.54 0.231
H 0.16 1.85 -2.37 0.228
H -0.86 -1.16 -2.45 0.230
H -2.91 -0.52 -3.62 0.231
H -5.96 2.79 -3.46 0.209
H -5.57 2.52 -1.75 0.171
H -4.46 3.47 -2.78 0.178
H -3.50 2.66 -0.86 0.221
H -1.45 2.01 0.31 0.205
H -0.38 -2.67 0.24 0.202
H 0.08 -4.78 -0.92 0.222
H 1.26 -6.99 -3.49 0.209
H 1.22 -6.55 -1.76 0.173
H -0.08 -5.99 -2.87 0.177
H 2.77 -2.75 -3.52 0.231
H 2.30 -0.64 -2.35 0.230
H 3.25 0.58 0.24 0.204
H 4.85 2.03 -0.92 0.223
C 2.16 -0.40 3.87 -0.425
N 0.79 0.08 4.07 -0.281
C 0.59 1.01 5.19 -0.424
C -0.26 -0.65 3.56 0.305
C -1.63 -0.34 3.74 -0.216
C -2.12 0.99 3.69 -0.075
C -3.45 1.27 3.89 -0.234
C -4.34 0.25 4.18 -0.119
C -3.90 -1.06 4.23 -0.215
C -2.58 -1.36 3.99 -0.117
H 2.87 0.18 4.46 0.233
H 2.23 -1.44 4.18 0.224
H 2.44 -0.33 2.82 0.242
H 1.51 1.14 5.76 0.236
H 0.26 1.98 4.83 0.228
H -0.17 0.61 5.86 0.231
H -0.01 -1.61 3.16 0.228
H -1.44 1.79 3.44 0.211
H -3.81 2.29 3.83 0.236
H -5.38 0.48 4.37 0.236
H -4.59 -1.85 4.49 0.240
H -2.24 -2.38 4.05 0.224

=====

80
Properties=species:S:1:pos:R:3:mulliken_spin:R:1 method="wB97M-V/def2-TZVPD" energy_ev=-57865.961 charge=+3 homo_lumo_gap_ev="8.27 / 5.21" homo_energy_ev="-16.4 / -16.4" e_above_lowest_kj_mol=486.6 multiplicity=2
Tl 0.57 0.49 -0.94 0.003
C -2.55 -4.14 -0.29 0.000
C -1.82 -3.42 -1.30 0.000
N -1.85 -2.14 -1.36 0.000
N -2.75 -2.04 0.95 0.000
C -3.06 -3.47 0.73 0.000
B -1.18 -0.23 2.47 0.001
N -1.80 0.98 1.83 0.000
C -2.65 1.88 2.38 0.000
C -2.74 2.97 1.56 0.000
C -1.88 2.67 0.50 0.000
N -1.29 1.48 0.66 0.000
N 0.30 -0.02 2.77 0.000
C 0.86 0.47 3.90 0.000
C 2.20 0.66 3.68 0.000
C 2.39 0.25 2.35 0.000
N 1.25 -0.15 1.80 0.001
N -1.90 -0.84 3.73 0.000
C -2.31 -0.88 4.99 0.000
C -2.59 -2.21 5.31 0.000
C -2.31 -2.96 4.18 0.000
N -1.88 -2.09 3.25 0.000
H -2.81 -5.18 -0.43 0.000
H -1.32 -3.92 -2.13 0.000
H -3.78 -3.84 1.45 0.000
H -3.14 1.68 3.33 0.000
H -3.33 3.86 1.70 0.000
H -1.64 3.27 -0.36 0.000
H 0.27 0.65 4.79 0.000
H 2.94 1.03 4.37 0.000
H 3.30 0.23 1.78 0.002
H -2.40 0.00 5.61 0.000
H -2.95 -2.59 6.25 0.000
H -2.39 -4.02 4.01 0.000
C 6.37 2.20 -1.14 0.073
C 4.83 2.38 -1.26 0.100
C 4.48 3.71 -1.91 0.008
C 4.25 1.18 -1.89 0.097
C 4.30 -0.07 -1.19 0.094
C 3.91 -1.22 -1.79 0.097
C 3.46 -1.21 -3.15 0.197
C 3.19 -2.48 -3.85 0.027
C 3.34 0.04 -3.82 0.121
C 3.71 1.20 -3.21 0.097
H 6.78 3.03 -0.58 0.004
H 6.82 2.19 -2.13 -0.003
H 6.64 1.27 -0.63 -0.005
H 4.46 2.39 -0.22 0.035
H 4.97 3.82 -2.88 -0.001
H 4.84 4.53 -1.28 0.000
H 3.41 3.84 -2.04 -0.002
H 4.70 -0.10 -0.19 -0.006
H 4.00 -2.17 -1.27 0.000
H 2.63 -3.18 -3.22 0.019
H 4.15 -2.98 -4.06 0.040
H 2.68 -2.34 -4.80 -0.001
H 2.99 0.06 -4.85 0.000
H 3.65 2.13 -3.75 -0.001
N -0.40 -2.56 1.31 0.000
C -1.46 -1.82 1.85 -0.001
N -3.90 -1.54 1.62 0.000
C -4.44 -0.46 1.12 0.000
N -5.54 0.02 1.69 0.000
N -3.99 0.27 0.05 0.000
C -3.05 -0.20 -0.67 0.000
N -2.44 -1.43 -0.38 0.000
C -2.60 0.59 -1.86 0.000
C -3.52 1.48 -2.41 0.000
C -3.11 2.27 -3.48 0.000
C -1.83 2.13 -3.96 0.000
C -0.98 1.23 -3.34 0.002
N -1.35 0.47 -2.31 -0.001
H -0.48 -3.56 1.40 0.000
H 0.49 -2.23 1.67 0.000
H -6.00 -0.48 2.44 0.000
H -5.98 0.83 1.30 0.000
H -4.52 1.54 -2.01 0.000
H -3.80 2.97 -3.92 0.000
H -1.48 2.72 -4.80 0.000
H 0.04 1.11 -3.68 0.000

=====

74
Properties=species:S:1:pos:R:3:mulliken_spin:R:1 method="wB97M-V/def2-TZVPD" energy_ev=-186446.979 homo_lumo_gap_ev="7.31 / 8.21" homo_energy_ev="-8.0 / -8.9" multiplicity=2
C 1.96 -2.04 3.35 0.000
C 1.55 -0.78 2.65 0.000
Br 0.26 0.19 3.66 0.000
C 1.95 -0.38 1.44 0.008
Br 3.04 -1.69 0.57 0.000
C 1.53 0.86 0.61 -0.033
C 0.03 0.67 0.35 -0.005
C -0.95 1.58 0.73 0.005
C -2.29 1.36 0.44 0.001
C -2.67 0.21 -0.24 0.000
C -1.70 -0.72 -0.62 0.000
C -0.37 -0.48 -0.33 0.000
C 2.18 0.96 -0.81 0.023
C 3.54 1.67 -1.04 -0.015
C 3.52 2.21 -2.47 -0.003
C 4.78 0.78 -0.95 0.034
N 3.67 2.83 -0.10 0.400
O 3.34 3.96 -0.58 0.534
C 3.30 2.63 1.33 -0.014
C 4.21 1.67 2.08 0.029
C 3.39 3.99 2.02 0.008
C 1.84 2.18 1.32 0.076
H 3.05 -2.06 3.48 0.000
H 1.67 -2.92 2.77 0.000
H 1.51 -2.10 4.33 0.000
H -0.68 2.47 1.28 -0.002
H -3.04 2.07 0.74 0.000
H -3.70 0.03 -0.48 0.000
H -1.96 -1.61 -1.16 0.000
H 0.36 -1.22 -0.62 0.001
H 2.24 -0.02 -1.27 -0.005
H 1.44 1.52 -1.39 0.003
H 2.62 2.77 -2.68 0.004
H 3.57 1.36 -3.15 -0.001
H 4.39 2.84 -2.64 -0.001
H 4.66 -0.06 -1.64 0.003
H 5.64 1.36 -1.28 -0.016
H 4.99 0.38 0.02 0.003
H 5.25 1.98 1.96 -0.011
H 3.96 1.71 3.14 0.001
H 4.11 0.63 1.78 -0.003
H 4.34 4.47 1.78 -0.006
H 2.59 4.66 1.72 0.005
H 3.35 3.85 3.10 0.000
H 1.48 2.18 2.35 -0.005
H 1.29 2.97 0.79 -0.016
C 2.96 -5.73 -3.51 0.000
C 2.67 -4.70 -4.39 0.000
C 1.53 -3.93 -4.21 0.000
C 0.70 -4.22 -3.15 0.000
C 0.96 -5.24 -2.25 0.000
C 2.11 -6.00 -2.44 0.000
N -0.51 -3.40 -2.94 0.000
O -0.72 -2.50 -3.73 0.000
O -1.21 -3.65 -1.98 0.000
H 3.85 -6.33 -3.65 0.000
H 3.33 -4.49 -5.21 0.000
H 1.29 -3.12 -4.89 0.000
H 0.29 -5.44 -1.43 0.000
H 2.33 -6.81 -1.76 0.000
C -6.48 1.34 0.00 0.000
C -6.18 0.62 1.15 0.000
C -7.13 0.51 2.16 0.000
C -8.35 1.12 1.99 0.000
C -8.67 1.83 0.85 0.000
C -7.72 1.94 -0.15 0.000
N -9.37 1.00 3.05 0.000
O -9.06 0.38 4.05 0.000
O -10.45 1.52 2.86 0.000
H -5.74 1.42 -0.79 0.000
H -5.21 0.15 1.27 0.000
H -6.92 -0.04 3.06 0.000
H -9.64 2.30 0.75 0.000
H -7.95 2.50 -1.05 0.000

=====

87
Properties=species:S:1:pos:R:3:mulliken_spin:R:1 method="wB97M-V/def2-TZVPD" energy_ev=-170950.610 charge=-1 homo_lumo_gap_ev="6.46 / 3.37" homo_energy_ev="-4.7 / -4.7" e_above_lowest_kj_mol=181.7 multiplicity=5
Co 0.05 0.86 0.61 2.846
C 2.01 0.32 -3.87 0.001
C 1.87 1.39 -2.81 0.003
O 2.23 2.68 -3.29 0.000
P 0.15 1.57 -2.23 0.011
O -0.57 2.48 -3.33 0.002
O -0.48 0.16 -2.35 0.011
O 0.12 2.29 -0.92 0.038
P 2.80 0.93 -1.27 0.010
O 2.99 2.38 -0.55 0.001
O 4.12 0.39 -1.62 0.004
O 1.82 0.13 -0.45 0.011
H 1.41 0.58 -4.75 0.000
H 1.67 -0.62 -3.45 -0.001
H 3.06 0.23 -4.14 0.000
H 3.17 2.81 -3.07 0.000
H -0.01 3.23 -3.53 0.000
H -1.47 0.08 -2.45 0.003
H 2.20 2.59 -0.04 0.006
Cl 2.98 -1.84 1.50 0.000
C 3.26 -2.35 -0.11 0.000
C 4.51 -2.20 -0.68 -0.001
C 4.71 -2.56 -2.00 0.000
C 3.67 -3.04 -2.77 0.000
C 2.42 -3.18 -2.19 -0.001
Cl 1.11 -3.78 -3.13 0.000
C 2.19 -2.87 -0.85 0.001
N 0.91 -3.08 -0.31 -0.001
C 0.72 -3.88 0.80 0.001
C 1.72 -4.76 1.23 0.001
C 1.54 -5.56 2.33 0.000
C 0.34 -5.52 3.04 0.000
C -0.67 -4.69 2.59 -0.002
C -0.52 -3.89 1.47 -0.002
C -1.68 -3.07 0.99 0.011
C -1.45 -1.57 1.35 -0.006
O -1.94 -1.09 2.35 0.014
O -0.71 -0.98 0.50 0.032
H 5.31 -1.78 -0.10 0.000
H 5.69 -2.43 -2.44 0.000
H 3.81 -3.29 -3.81 0.000
H 0.28 -2.28 -0.38 0.001
H 2.66 -4.80 0.68 0.000
H 2.33 -6.22 2.65 0.000
H 0.20 -6.13 3.91 0.000
H -1.62 -4.67 3.11 0.000
H -2.59 -3.39 1.48 0.002
H -1.79 -3.13 -0.09 -0.002
C 0.05 -1.21 5.67 0.003
Si 1.38 0.09 5.23 0.003
C 1.25 1.56 6.45 0.001
C 3.11 -0.69 5.39 -0.001
C 1.08 0.69 3.51 0.098
C 0.83 1.01 2.36 -0.033
H 0.08 -1.50 6.72 0.000
H 0.18 -2.11 5.07 -0.001
H -0.94 -0.83 5.45 0.000
H 1.46 1.26 7.48 0.000
H 0.26 2.00 6.43 0.000
H 1.96 2.35 6.19 0.000
H 3.32 -1.03 6.40 0.000
H 3.89 0.01 5.12 0.000
H 3.21 -1.55 4.73 0.000
N -4.21 5.73 -5.64 0.003
C -4.03 4.67 -4.76 0.008
C -4.66 4.66 -3.51 -0.001
C -4.53 3.58 -2.67 0.010
C -3.77 2.49 -3.07 0.003
C -3.16 2.47 -4.30 0.002
C -3.28 3.56 -5.14 -0.003
S -3.61 1.07 -2.00 -0.011
O -3.04 0.00 -2.82 0.013
O -4.90 0.82 -1.41 0.006
N -2.47 1.40 -0.93 0.296
C -2.70 1.81 0.29 -0.022
S -4.25 2.45 0.85 0.054
C -3.54 2.69 2.41 0.280
C -2.25 2.28 2.42 0.024
N -1.79 1.81 1.23 0.241
H -4.52 6.59 -5.23 0.000
H -3.52 5.82 -6.36 0.000
H -5.26 5.51 -3.22 0.000
H -5.02 3.55 -1.71 0.004
H -2.62 1.59 -4.59 0.001
H -2.79 3.56 -6.11 0.000
H -4.12 3.10 3.21 0.011
H -1.58 2.28 3.26 0.015